Here is an isolated molecule of C2H8N2 from the Open Molecules 2025 dataset. Energies are from ωB97M-V/def2-TZVPD.

```
! RIJCOSX wB97M-V def2-TZVPD def2/J DEFGRID3
* xyz 0 1
C 0.93585 0.14451 -0.20528
C -0.52351 0.68402 -0.59241
N -1.43137 0.13829 0.45758
N 1.19508 -0.91752 0.78289
H 1.62204 -0.22162 -1.03063
H 1.49173 1.08309 0.04606
H -0.52909 1.70042 -0.62136
H -0.88051 0.24199 -1.56279
H -1.90748 -0.56731 0.08714
H -2.03825 0.74748 0.89094
H 0.49352 -1.16301 1.41535
H 1.57199 -1.87033 0.33251
*
```

E = -5182.385 eV
Molar mass = 60.10 g/mol
SMILES string = NCCN
HOMO level = -8.61 eV
Energy relative to the best compared isomer or geometry (same formula, charge and spin) = 1.352 eV
Kohn-Sham gap = 9.76 eV


Here is a structure of composition C24H45ClO4P2Ru from the Open Molecules 2025 dataset. Energies are from ωB97M-V/def2-TZVPD.

```
! RIJCOSX wB97M-V def2-TZVPD def2/J DEFGRID3
* xyz 1 6
Ru 0.00811 0.00943 0.71791
C -1.65754 1.60392 0.80864
C -2.05483 0.64261 -0.24971
C -1.93118 -0.60542 1.76231
C -1.64959 0.84167 2.10413
C -2.19709 -0.71608 0.34797
C -1.72823 3.09843 0.68183
H -1.40264 3.47752 -0.30829
H -1.12512 3.64313 1.43218
H -2.77831 3.46646 0.81434
C -1.73199 1.49264 3.37803
H -1.44947 2.52685 3.45881
H -0.97722 1.05200 4.11913
H -2.63210 1.30117 3.92760
C -2.14652 -1.64321 2.79132
H -3.22534 -1.74249 3.05242
H -1.64223 -1.44494 3.76170
H -1.81211 -2.65560 2.49791
C -3.06630 -1.84038 -0.13001
H -4.13083 -1.59816 0.10705
H -2.88209 -2.79939 0.39467
H -3.08102 -2.09382 -1.21420
C -2.85644 1.15547 -1.36330
H -3.81565 1.57575 -0.95678
H -3.20150 0.41106 -2.09959
H -2.41565 2.01720 -1.91638
C 1.52827 0.42267 -2.73680
C 0.53942 1.26660 -2.88878
C -0.05602 1.62801 -4.20730
C -0.92247 0.48030 -4.75621
C -0.96254 -0.71649 -3.87294
C 0.07670 -1.57605 -3.78752
C 1.35593 -1.36111 -4.50312
C 2.22255 -0.25643 -3.87610
H 0.74995 1.86950 -4.92102
H -0.51042 0.18746 -5.74029
H -0.64242 2.57337 -4.13126
H 2.50077 0.48568 -4.63992
H 1.94912 0.05194 -1.76444
H -0.01531 1.79456 -2.05628
H 3.19561 -0.67588 -3.53464
H 1.91206 -2.31647 -4.60898
H -0.08014 -2.59935 -3.38427
H 1.15560 -1.09169 -5.55471
H -1.93661 0.82782 -5.04191
H -1.96262 -1.06874 -3.50574
P 1.64805 1.70544 1.27936
C 1.38060 2.59598 2.87671
H 2.25589 3.22059 3.11561
H 1.23931 1.93605 3.75228
H 0.51683 3.27911 2.83516
C 3.41680 1.24193 1.54870
H 3.98391 2.10363 1.96928
H 3.92266 0.96165 0.60775
H 3.52648 0.40458 2.25418
C 1.94334 3.27015 0.32715
H 2.44741 3.09234 -0.63336
H 2.60885 3.95178 0.90465
H 1.01368 3.82828 0.13017
P 0.92354 -2.18161 0.46151
C -0.20387 -3.61981 0.07642
H 0.39578 -4.47113 -0.30916
H -1.00203 -3.42592 -0.63934
H -0.72908 -3.99588 0.98505
C 2.60670 -2.59177 -0.20856
H 2.60039 -2.79722 -1.29268
H 3.02912 -3.52082 0.23606
H 3.34581 -1.79604 -0.00984
C 1.36964 -3.14051 2.00831
H 1.59595 -4.20867 1.76332
H 0.55779 -3.15953 2.73841
H 2.26961 -2.75296 2.48928
O -1.08852 -0.46873 5.37846
Cl 0.13237 -0.16713 4.66037
O 0.88024 0.85119 5.27453
O 0.82978 -1.26461 4.36875
O 0.06841 0.01810 2.64399
*
```

E = -67465.242 eV
Molar mass = 596.09 g/mol
⟨S²⟩ = 8.80
HOMO level (alpha / beta) = -7.63 / -11.61 eV
Energy relative to the best compared isomer or geometry (same formula, charge and spin) = 3.955 eV
Kohn-Sham gap (alpha / beta) = 4.47 / 6.76 eV


Here is the ion C3H4NO2S with charge +1 from the Open Molecules 2025 dataset. Energies are from ωB97M-V/def2-TZVPD.

```
! RIJCOSX wB97M-V def2-TZVPD def2/J DEFGRID3
* xyz 1 1
C -0.56958 1.39961 -2.38794
C 1.40217 -0.59108 1.46922
C 0.24910 0.01309 1.41098
N -0.44121 0.82267 -1.41255
O -0.37286 -1.72567 -0.75672
O -2.27152 -0.30294 0.04357
S -0.90216 -0.61835 -0.06554
H -0.68421 1.94614 -3.29625
H 2.13092 -0.35766 2.23377
H 1.68853 -1.36018 0.76511
H -0.22917 0.77436 1.99636
*
```

E = -19584.994 eV
Molar mass = 118.14 g/mol
SMILES string = C#[N+]S(=O)(=O)C=C
HOMO level = -16.44 eV
Energy relative to the best compared isomer or geometry (same formula, charge and spin) = 2.578 eV
Kohn-Sham gap = 11.19 eV


Here is a cluster of 11 separate species, C42H54Br2N10 in total from the Open Molecules 2025 dataset. Energies are from ωB97M-V/def2-TZVPD.

```
! RIJCOSX wB97M-V def2-TZVPD def2/J DEFGRID3
* xyz 0 1
N 18.73323 12.78424 6.67987
C 17.62301 11.99786 6.92731
C 17.80479 11.46926 8.17330
C 18.99628 11.94717 8.69770
C 19.56355 12.75487 7.73286
H 18.71697 13.46924 5.90944
H 16.80285 11.97586 6.25281
H 17.08816 10.90921 8.75699
H 19.36372 11.62493 9.68557
H 20.49961 13.31881 7.81040
N 13.34224 12.56378 15.41398
C 13.51718 13.87535 15.08825
C 13.32926 14.63176 16.15923
C 13.00499 13.69899 17.21464
C 13.01830 12.44071 16.72976
H 13.40479 11.88425 14.62571
H 14.04076 14.19591 14.20467
H 13.40996 15.72258 16.22450
H 12.86738 13.97829 18.28838
H 12.91594 11.53165 17.26930
N 14.16186 16.30635 6.92972
C 13.11745 15.67486 7.58257
C 13.60796 14.66642 8.34964
C 15.02794 14.76182 8.26964
C 15.31705 15.87528 7.55723
H 14.22229 17.20126 6.46734
H 12.13587 15.98981 7.38532
H 13.08528 13.95134 8.96571
H 15.64007 14.13214 8.89963
H 16.24270 16.36385 7.30618
N 16.69978 12.50828 16.41327
C 16.98059 12.19667 15.12230
C 17.74797 11.06885 15.18941
C 17.94263 10.64478 16.53231
C 17.22464 11.59086 17.24181
H 16.41626 13.36398 16.78018
H 16.54572 12.65673 14.31002
H 18.15810 10.48074 14.40123
H 18.56775 9.93947 17.00681
H 17.04170 11.67240 18.30412
N 16.91084 16.00786 13.83836
C 16.21686 16.15022 12.71044
C 16.85907 15.48004 11.72064
C 17.94655 14.80783 12.31137
C 18.01745 15.22421 13.63809
H 16.73936 16.56146 14.65338
H 15.37102 16.83269 12.73881
H 16.49219 15.33952 10.73628
H 18.74324 14.31458 11.83018
H 18.63459 15.03017 14.51969
N 14.99437 10.92186 12.94442
C 15.48879 11.96701 12.12411
C 14.43068 12.59660 11.52678
C 13.26968 11.86664 11.86949
C 13.62738 10.83880 12.72699
H 15.53352 10.34226 13.58118
H 16.49845 12.26525 12.04065
H 14.49612 13.42872 10.79933
H 12.24866 12.04664 11.53532
H 12.96333 10.15673 13.19435
N 8.84143 13.54663 8.27655
C 7.78234 14.42789 8.21946
C 8.12290 15.54998 8.95687
C 9.41137 15.34163 9.44067
C 9.88367 14.12919 8.93344
H 8.75489 12.58747 7.97370
H 6.91468 14.03080 7.70492
H 7.48535 16.41123 9.05971
H 10.04432 16.10807 9.84315
H 10.83658 13.71056 8.89780
N 10.39458 13.17292 14.34812
C 9.61901 13.57951 13.31488
C 8.64222 12.63218 13.01544
C 8.79948 11.69164 14.03854
C 9.90944 11.95849 14.80322
H 11.16180 13.67838 14.74681
H 9.92451 14.50042 12.78022
H 7.94497 12.55703 12.21705
H 8.20156 10.79373 14.16262
H 10.26290 11.32321 15.64124
N 13.36434 16.89267 11.23443
C 13.01931 16.11181 12.26731
C 12.67595 16.88079 13.31388
C 12.97794 18.18489 12.95454
C 13.43704 18.19974 11.64432
H 13.69732 16.56015 10.35949
H 12.98994 15.06363 12.13474
H 12.21489 16.55337 14.20549
H 12.88988 19.03122 13.59387
H 13.73722 19.02192 11.00497
N 13.11255 8.68227 15.58531
C 14.43713 9.05822 15.48744
C 14.98072 8.28931 14.54310
C 13.94554 7.54113 13.93684
C 12.77796 7.86189 14.53951
H 12.48507 8.88290 16.30309
H 14.99981 9.64470 16.19287
H 16.02930 8.07878 14.40038
H 14.12697 6.83623 13.15805
H 11.69754 7.66085 14.33944
Br 12.03887 9.87022 8.02793
C 12.95528 9.32268 9.60246
C 12.14227 8.47152 10.59079
Br 10.64701 9.35444 11.31404
H 13.33452 10.27054 9.98945
H 13.82469 8.79418 9.25169
H 12.74708 8.02640 11.35657
H 11.72500 7.57012 10.06250
*
```

E = -199411.801 eV
Molar mass = 858.77 g/mol
SMILES string = c1cc[nH]c1.c1cc[nH]c1.c1cc[nH]c1.c1cc[nH]c1.c1cc[nH]c1.c1cc[nH]c1.c1cc[nH]c1.c1cc[nH]c1.c1cc[nH]c1.c1cc[nH]c1.BrCCBr
HOMO level = -7.72 eV
Kohn-Sham gap = 8.29 eV